C2H2OS | wB97M-V/def2-TZVPD

```
6
Properties=species:S:1:pos:R:3:forces:R:3
C 1.7651 0.6930 0.1797 -0.3 -0.8 0.0
C 0.6393 -0.1702 0.3700 1.5 2.4 -5.0
O 2.3190 1.7124 0.0315 0.0 1.2 0.4
S 2.1814 -1.0149 -0.1117 -1.0 -0.8 0.4
H -0.1732 -0.2633 0.9722 -1.7 -0.7 2.1
H -0.3605 0.5807 -1.0991 1.6 -1.4 2.3
```
Positions in Å, forces in eV/Å.

## Properties
E_HOMO (spin up / spin down) ... -9.2 / -9.4 eV
2S+1 ... 1
Gap between HOMO and LUMO (spin up / spin down) ... 8.16 / 8.19 eV
Energy above the lowest of the compared OMol25 structures with the same formula, charge and spin ... 80.0 kcal per mole

Here are the Löwdin charges for atoms 1 to 2, given in e: number 1, C, carries -0.85; number 2, C, carries -0.35